Entry 1:
ORCA calculation (ωB97M-V/def2-TZVPD) on an isolated ion of composition C4H8N3S and charge +1.

```
! RIJCOSX wB97M-V def2-TZVPD def2/J DEFGRID3
* xyz 1 1
C -0.57717 -1.42142 -0.63302
C -1.68913 1.02624 0.90948
C -2.00054 0.50480 -0.24008
C 2.19079 0.61687 0.68660
N -1.63955 -0.72846 -0.88445
N 1.16591 0.19276 -0.38837
N 0.61007 -1.02186 -0.37057
S -1.49606 1.90106 2.18663
H -0.59908 -2.50670 -0.89104
H 0.64197 1.09150 -0.66434
H -2.70102 1.10384 -0.79046
H 1.78269 0.66116 1.62566
H 2.90440 -0.26022 0.80243
H 2.55716 1.72504 0.44049
H -2.41576 -1.05058 -1.54391
H 1.26530 -1.83403 -0.24504
*
```

Properties
DFT total energy   -719.2846 Eh
Orbital gap   7.8 eV
Relative energy (zero: lowest compared OMol25 entry of this formula, charge and spin)   104.3 kcal/mol

What are the natural (NBO) partial charges on each atom? They are as follows, in elementary charge units: atom 1 (C): 0.31, atom 2 (C): -0.12, atom 3 (C): -0.26, atom 4 (C): -0.41, atom 5 (N): -0.55, atom 6 (N): -0.45, atom 7 (N): -0.30, atom 8 (S): 0.32, atom 9 (H): 0.23, atom 10 (H): 0.42, atom 11 (H): 0.27, atom 12 (H): 0.19, atom 13 (H): 0.21, atom 14 (H): 0.25, atom 15 (H): 0.46, atom 16 (H): 0.43

---

Entry 2:
ORCA calculation (ωB97M-V/def2-TZVPD) on C4H8N3S as an isolated structure.

```
! RIJCOSX wB97M-V def2-TZVPD def2/J DEFGRID3
* xyz 1 1
C 2.30221 0.09644 -0.01843
C 0.57106 0.91845 0.54528
C -0.28034 -1.32699 -0.14838
C -1.80894 0.61012 -0.08304
N 2.07069 -1.19803 0.14696
N 0.99693 -1.77385 0.15883
N -0.37622 0.16803 -0.38531
S 3.56040 1.10395 -0.15389
H 0.39405 0.59061 1.61029
H 0.76303 2.00723 0.46437
H -0.56488 -1.98130 -1.01705
H -1.09603 -1.80834 0.57551
H -2.02431 0.30178 0.97035
H -1.99119 1.66902 -0.30862
H -2.42323 0.14338 -0.97965
H -0.09323 0.47951 -1.37723
*
```

Properties
DFT total energy   -719.2128 Eh
Orbital gap   6.8 eV
Relative energy (zero: lowest compared OMol25 entry of this formula, charge and spin)   149.4 kcal/mol

What are the natural (NBO) partial charges on each atom? They are as follows, in elementary charge units: atom 1 (C): -0.03, atom 2 (C): -0.34, atom 3 (C): -0.17, atom 4 (C): -0.43, atom 5 (N): -0.16, atom 6 (N): -0.05, atom 7 (N): -0.41, atom 8 (S): 0.31, atom 9 (H): 0.23, atom 10 (H): 0.27, atom 11 (H): 0.29, atom 12 (H): 0.29, atom 13 (H): 0.25, atom 14 (H): 0.26, atom 15 (H): 0.24, atom 16 (H): 0.46

---

Entry 3:
ORCA calculation (ωB97M-V/def2-TZVPD) on an isolated ion of composition C4H8N3S and charge +1.

```
! RIJCOSX wB97M-V def2-TZVPD def2/J DEFGRID3
* xyz 1 1
C -0.64141 1.23448 -0.06727
C 0.55302 1.22866 0.84314
C -1.23868 -1.06950 0.00272
C 1.64810 -0.76567 -0.56135
N -0.01591 -1.87740 0.59272
N 1.06286 -1.58535 0.20851
N -0.86087 0.01522 -0.72954
S 2.13741 0.74528 -0.03384
H -1.58212 1.40048 0.45775
H -0.54617 2.14650 -0.88132
H 0.85757 2.16224 1.27453
H 0.50038 0.41474 1.57133
H -1.76218 -1.93950 -0.50409
H -1.71442 -0.77739 0.92827
H 2.20822 -1.12800 -1.34663
H -0.60580 -0.20478 -1.75493
*
```

Properties
DFT total energy   -719.3009 Eh
Orbital gap   8.8 eV
Relative energy (zero: lowest compared OMol25 entry of this formula, charge and spin)   94.1 kcal/mol

What are the natural (NBO) partial charges on each atom? They are as follows, in elementary charge units: atom 1 (C): -0.26, atom 2 (C): -0.51, atom 3 (C): -0.12, atom 4 (C): -0.15, atom 5 (N): 0.04, atom 6 (N): -0.02, atom 7 (N): -0.59, atom 8 (S): 0.44, atom 9 (H): 0.24, atom 10 (H): 0.25, atom 11 (H): 0.27, atom 12 (H): 0.22, atom 13 (H): 0.26, atom 14 (H): 0.24, atom 15 (H): 0.26, atom 16 (H): 0.43

---

Entry 4:
ORCA calculation (ωB97M-V/def2-TZVPD) on one molecule with the formula C4H8N4.

```
! RIJCOSX wB97M-V def2-TZVPD def2/J DEFGRID3
* xyz 0 1
C 2.38623 2.31351 0.36774
C 1.45183 1.05711 0.38543
C -1.65326 -0.00624 -0.19507
C -1.64132 -2.42691 -0.44108
H 3.25097 2.27765 -0.48334
H 2.80301 2.36103 1.37956
H 1.87019 3.37684 0.23816
H 2.04186 0.07960 0.77948
H -2.27020 0.87568 -0.34863
H -3.24678 -1.35681 0.02171
H -2.23507 -3.18805 -0.82510
H 0.20251 -2.35514 -0.09242
N 0.15933 1.30807 -0.07576
N -0.37497 -0.04395 -0.04218
N -2.24579 -1.28351 -0.06953
N -0.49855 -2.98889 -0.59897
*
```

Properties
DFT total energy   -376.0963 Eh
Orbital gap   9.4 eV
Relative energy (zero: lowest compared OMol25 entry of this formula, charge and spin)   95.5 kcal/mol

What are the natural (NBO) partial charges on each atom? They are as follows, in elementary charge units: atom 1 (C): -0.69, atom 2 (C): 0.10, atom 3 (C): 0.25, atom 4 (C): 0.24, atom 5 (H): 0.23, atom 6 (H): 0.22, atom 7 (H): 0.23, atom 8 (H): 0.21, atom 9 (H): 0.19, atom 10 (H): 0.41, atom 11 (H): 0.16, atom 12 (H): 0.33, atom 13 (N): -0.29, atom 14 (N): -0.35, atom 15 (N): -0.61, atom 16 (N): -0.64

---

Entry 5:
ORCA calculation (ωB97M-V/def2-TZVPD) on one molecule with the formula C4H8N4.

```
! RIJCOSX wB97M-V def2-TZVPD def2/J DEFGRID3
* xyz 0 1
C -0.94792 0.57654 1.15131
C -0.33841 1.00089 -0.15457
C 1.18543 1.37199 -0.20797
C 1.27912 -0.94607 -0.06952
H -2.05236 -0.30708 -1.24788
H -3.05846 -1.14661 -0.67696
H -0.72130 0.77258 2.31709
H -1.19301 1.15505 -0.91861
H 1.71402 1.97757 -0.93184
H 1.96426 1.23778 0.57041
H 0.90388 -1.79899 -0.70181
H 2.54761 -1.96755 0.60567
N -2.15499 -0.88578 -0.53958
N -2.02807 -0.20360 0.86053
N 0.58751 0.10192 -0.71139
N 2.31269 -0.93865 0.65511
*
```

Properties
DFT total energy   -376.0167 Eh
Orbital gap   10.2 eV
Relative energy (zero: lowest compared OMol25 entry of this formula, charge and spin)   145.4 kcal/mol

What are the natural (NBO) partial charges on each atom? They are as follows, in elementary charge units: atom 1 (C): 0.00, atom 2 (C): -0.11, atom 3 (C): -0.28, atom 4 (C): 0.27, atom 5 (H): 0.32, atom 6 (H): 0.35, atom 7 (H): 0.25, atom 8 (H): 0.22, atom 9 (H): 0.21, atom 10 (H): 0.24, atom 11 (H): 0.16, atom 12 (H): 0.36, atom 13 (N): -0.63, atom 14 (N): -0.25, atom 15 (N): -0.45, atom 16 (N): -0.66

---

Entry 6:
ORCA calculation (ωB97M-V/def2-TZVPD) on a 2-piece molecular cluster, C4H8N4 overall.

```
! RIJCOSX wB97M-V def2-TZVPD def2/J DEFGRID3
* xyz 0 1
N -0.80594 -0.98902 1.28568
N -0.63546 -2.38037 1.42744
C 0.00918 0.70408 -1.69118
N -0.40886 -0.35000 -1.46568
H -0.99423 -0.59366 0.36918
H -1.34232 -2.88822 0.90229
H 0.29595 -2.66605 1.13005
C -0.63582 -0.17248 2.43267
C 0.49351 1.90079 -2.29346
C 1.68604 1.98104 -2.88298
N -0.52834 -0.53559 3.63001
H -0.44114 -1.54215 3.75693
H -0.82432 0.87593 2.21966
H -0.27017 2.63605 -2.51937
H 1.98530 2.82948 -3.47585
H 2.41664 1.19016 -2.82539
*
```

Properties
DFT total energy   -376.1499 Eh
Orbital gap   8.2 eV
Relative energy (zero: lowest compared OMol25 entry of this formula, charge and spin)   61.8 kcal/mol

What are the natural (NBO) partial charges on each atom? They are as follows, in elementary charge units: atom 1 (N): -0.51, atom 2 (N): -0.67, atom 3 (C): 0.29, atom 4 (N): -0.34, atom 5 (H): 0.40, atom 6 (H): 0.36, atom 7 (H): 0.35, atom 8 (C): 0.27, atom 9 (C): -0.33, atom 10 (C): -0.26, atom 11 (N): -0.71, atom 12 (H): 0.35, atom 13 (H): 0.16, atom 14 (H): 0.24, atom 15 (H): 0.21, atom 16 (H): 0.21

---

Entry 7:
ORCA calculation (ωB97M-V/def2-TZVPD) on one molecule with the formula C4H8N4.

```
! RIJCOSX wB97M-V def2-TZVPD def2/J DEFGRID3
* xyz 0 1
C -0.78950 1.11111 -0.81731
C 0.32013 0.92344 1.15943
C 1.43289 -1.60307 -0.01959
C 0.01114 -2.02696 0.40456
H -0.79075 -0.32327 -2.13320
H -1.09430 2.14234 -0.57299
H 1.23619 0.60361 1.74849
H -0.34181 1.87117 2.71488
H 2.21067 -0.86618 0.20772
H 1.70287 -2.60642 -0.72663
H -0.29177 -2.94378 -0.15514
H -0.45072 -1.65937 1.30025
N -0.93845 0.78563 -1.98451
N -0.04507 0.20542 0.06962
N -0.45536 1.91105 1.57372
N 0.29198 -0.99427 -0.62253
*
```

Properties
DFT total energy   -376.0182 Eh
Orbital gap   9.3 eV
Relative energy (zero: lowest compared OMol25 entry of this formula, charge and spin)   144.5 kcal/mol

What are the natural (NBO) partial charges on each atom? They are as follows, in elementary charge units: atom 1 (C): 0.24, atom 2 (C): 0.27, atom 3 (C): -0.29, atom 4 (C): -0.25, atom 5 (H): 0.36, atom 6 (H): 0.24, atom 7 (H): 0.17, atom 8 (H): 0.35, atom 9 (H): 0.24, atom 10 (H): 0.21, atom 11 (H): 0.22, atom 12 (H): 0.23, atom 13 (N): -0.63, atom 14 (N): -0.36, atom 15 (N): -0.76, atom 16 (N): -0.24

---

Entry 8:
ORCA calculation (ωB97M-V/def2-TZVPD) on one molecule with the formula C4H8N4.

```
! RIJCOSX wB97M-V def2-TZVPD def2/J DEFGRID3
* xyz 0 1
C -0.16407 1.41170 -1.33388
C 0.53171 -0.09377 0.63702
C 0.50318 0.15976 -0.86294
N 1.63395 0.33591 1.32257
C -1.47618 -1.17586 0.52558
N -0.42292 -0.71869 1.25400
N 1.09526 -0.66581 -1.66484
N -2.63497 -1.05281 1.06299
H 1.74054 -0.08871 2.23813
H 2.49904 0.42278 0.79915
H 1.49859 -1.45141 -1.13989
H -2.46858 -0.61282 1.97601
H -1.35353 -1.64290 -0.46609
H -0.31576 1.37533 -2.41597
H 0.46734 2.26999 -1.08928
H -1.13359 1.52731 -0.84256
*
```

Properties
DFT total energy   -376.2114 Eh
Orbital gap   9.9 eV
Relative energy (zero: lowest compared OMol25 entry of this formula, charge and spin)   23.2 kcal/mol

What are the natural (NBO) partial charges on each atom? They are as follows, in elementary charge units: atom 1 (C): -0.68, atom 2 (C): 0.41, atom 3 (C): 0.25, atom 4 (N): -0.79, atom 5 (C): 0.22, atom 6 (N): -0.55, atom 7 (N): -0.59, atom 8 (N): -0.62, atom 9 (H): 0.40, atom 10 (H): 0.40, atom 11 (H): 0.34, atom 12 (H): 0.33, atom 13 (H): 0.17, atom 14 (H): 0.24, atom 15 (H): 0.24, atom 16 (H): 0.24